# 1
85
Properties=species:S:1:pos:R:3:forces:R:3 method="wB97M-V/def2-TZVPD" homo_energy_ev=-10.638 charge=+1 homo_lumo_gap_ev=7.30 molar_mass_da=1163.16 energy_ev=-200909.3162
Pb 0.04247 -0.36459 -0.30864 0.4 -0.3 0.2
O -0.65406 -6.69838 -2.66743 0.0 -0.1 0.0
C -1.28265 -5.94672 -1.74144 0.0 0.1 0.1
O -1.83428 -6.44096 -0.81082 0.0 0.0 0.0
C -1.28777 -4.47011 -2.00164 0.1 -0.1 0.1
C -1.90256 -3.81628 -3.04333 -0.1 0.0 0.0
N -1.77918 -2.49860 -2.80754 -0.1 0.0 0.0
N -1.11532 -2.24962 -1.67220 -0.1 0.0 -0.2
C -0.80348 -3.44081 -1.17628 0.0 0.1 0.1
C 0.04484 -3.52824 0.06207 0.0 -0.1 0.0
O 0.42598 -4.60876 0.44162 0.1 0.2 0.0
O 0.31507 -2.37468 0.61241 0.0 0.1 -0.1
H -0.21192 -6.15391 -3.32616 0.1 0.1 0.0
H -2.43875 -4.19402 -3.90197 0.0 0.1 0.1
H -2.15356 -1.74514 -3.35497 0.0 0.2 -0.1
F -3.16527 7.01895 -2.40363 0.0 0.1 0.0
C -2.91900 5.72862 -2.29703 0.0 0.0 0.0
C -3.41194 4.84772 -3.23983 -0.1 0.0 -0.1
F -4.13044 5.29612 -4.25587 0.0 0.0 -0.1
C -3.13851 3.50009 -3.11957 0.0 -0.1 0.1
F -3.60600 2.69611 -4.07731 0.0 0.0 0.0
C -2.39908 2.98445 -2.06168 0.0 -0.1 0.0
P -2.09544 1.16992 -1.95260 -0.3 0.4 -0.3
C -3.79007 0.50542 -2.09935 0.2 -0.1 0.0
C -4.45442 0.00877 -3.21860 -0.1 0.0 -0.1
C -5.74684 -0.48548 -3.10234 0.0 0.0 0.0
C -6.39693 -0.47165 -1.87697 0.0 0.0 0.0
C -5.74826 0.03411 -0.75927 0.0 0.0 0.0
C -4.44926 0.50286 -0.86762 0.0 -0.1 0.0
C -1.04247 0.99773 -3.44289 -0.1 -0.1 0.1
C -1.32310 0.39155 -4.66479 0.0 0.0 0.0
C -0.34833 0.31147 -5.65187 0.0 0.0 0.0
C 0.91329 0.84657 -5.44123 0.0 0.0 0.0
C 1.19754 1.48121 -4.23965 0.0 0.0 0.0
C 0.23137 1.54665 -3.24813 0.0 0.0 0.0
C -1.88737 3.89742 -1.14071 0.0 -0.1 -0.1
Br -0.73764 3.35461 0.25002 0.1 0.0 0.2
C -2.14537 5.25074 -1.25597 0.1 0.0 0.2
F -1.64873 6.11695 -0.38211 0.0 0.0 0.0
H -4.01058 0.04129 -4.20281 0.0 0.0 0.1
H -6.25076 -0.86756 -3.98132 0.0 0.0 0.0
H -7.40741 -0.85057 -1.79678 0.0 0.0 0.0
H -6.25099 0.05425 0.19940 0.0 0.0 0.0
H -3.93734 0.86991 0.01777 0.0 0.0 0.0
H -2.30871 0.01286 -4.89463 0.1 0.0 0.1
H -0.58696 -0.16020 -6.59685 0.0 0.0 0.0
H 1.66526 0.78524 -6.21749 0.0 0.0 0.0
H 2.17052 1.92843 -4.07680 0.0 0.0 0.0
H 0.45613 2.07636 -2.32487 0.0 -0.1 0.0
Cl 3.24335 5.48646 1.97483 0.0 0.0 0.0
C 3.22733 3.92891 2.72690 0.0 0.0 0.0
C 3.27437 2.78616 1.94586 0.0 -0.1 -0.1
C 3.27549 1.54582 2.56240 0.0 0.0 0.0
C 3.21909 1.42010 3.94733 0.1 0.0 0.0
C 3.18575 0.04825 4.58667 -0.1 0.1 0.0
C 1.76461 -0.27655 5.07508 0.1 0.0 -0.1
N 0.76894 -0.01918 4.03642 0.0 -0.1 0.1
C -0.20512 0.95013 4.10839 0.0 0.0 0.0
C -0.81233 0.97354 2.89551 0.0 0.0 -0.1
N -0.21923 0.03056 2.07842 -0.1 0.0 0.1
C 0.72349 -0.55620 2.80574 0.0 0.1 0.1
O 3.62498 -0.90214 3.64799 0.0 -0.1 -0.1
C 4.21861 -2.06078 4.24630 0.0 0.0 -0.1
C 4.71796 -2.95581 3.16622 -0.1 0.0 0.1
C 6.02872 -3.09504 2.82325 0.0 -0.1 -0.1
Cl 7.36578 -2.27311 3.51391 0.0 0.0 0.0
S 6.26038 -4.22368 1.55185 0.0 0.0 0.0
C 4.57443 -4.52314 1.45974 0.0 0.0 0.0
C 3.88087 -3.79171 2.36739 -0.1 0.0 0.0
C 3.17433 2.58983 4.70151 0.0 0.0 -0.2
Cl 3.11280 2.51999 6.43671 0.0 0.0 0.0
C 3.17996 3.84182 4.10621 0.0 0.1 0.1
H 3.32499 2.87184 0.86815 0.0 0.0 0.0
H 3.34785 0.64285 1.96901 0.0 0.0 0.0
H 3.83603 0.03795 5.46691 0.0 0.0 0.0
H 1.52940 0.37586 5.90963 -0.1 0.0 0.1
H 1.70483 -1.30850 5.41554 0.0 -0.1 -0.1
H -0.38201 1.52392 5.00443 0.0 -0.1 -0.1
H -1.63989 1.57996 2.57066 0.0 0.0 0.0
H 1.37104 -1.35122 2.46753 -0.1 0.1 0.1
H 3.48225 -2.59653 4.85416 0.0 0.0 0.0
H 5.04092 -1.74849 4.89283 0.0 0.0 0.0
H 4.18380 -5.24372 0.75619 0.0 0.1 0.0
H 2.80336 -3.85424 2.46594 0.1 0.0 0.0
H 3.15115 4.73595 4.71408 0.0 0.0 0.0

=====

# 2
42
Properties=species:S:1:pos:R:3:forces:R:3 method="wB97M-V/def2-TZVPD" homo_energy_ev=-8.394 homo_lumo_gap_ev=9.08 smiles="CCOC(=O)C/C(C)=N/NC(=O)CNc1cccc(Cl)c1C" molar_mass_da=325.80 relative_energy_kcal_mol=30.4 energy_ev=-39014.8780
C -5.98966 -0.67715 -2.00351 0.0 0.2 0.4
C -6.69659 0.18471 -0.96812 -0.2 0.1 -0.5
O -5.92487 0.27412 0.23330 -0.2 -0.3 0.2
C -4.97734 1.21086 0.28003 0.2 0.4 0.4
O -4.78778 2.03790 -0.56720 0.0 0.0 -0.2
C -4.15522 1.07572 1.55416 0.0 0.2 -0.2
C -3.08682 0.05260 1.28261 0.1 -0.4 -0.1
C -3.50867 -1.37660 1.19868 0.1 -0.2 -0.1
N -1.91442 0.52447 1.15120 -0.1 0.9 0.0
N -0.83289 -0.25672 0.82506 0.1 -0.2 0.6
C -0.70704 -1.14095 -0.19313 0.2 -0.1 -0.1
O -1.60366 -1.51727 -0.91832 0.0 0.0 -0.2
C 0.73841 -1.62303 -0.34111 0.0 -0.2 -0.2
N 1.64560 -0.50129 -0.25036 -0.3 0.3 -0.1
C 3.01883 -0.66182 -0.13669 0.5 -0.1 0.2
C 3.60222 -1.89428 0.14869 -0.3 0.0 -0.1
C 4.96846 -2.00171 0.32575 0.1 0.2 0.0
C 5.77845 -0.88970 0.21275 0.1 -0.1 0.0
C 5.19658 0.33586 -0.07556 -0.1 -0.3 0.0
Cl 6.25581 1.70369 -0.21462 0.2 0.1 0.0
C 3.82903 0.48631 -0.24939 0.0 0.1 -0.1
C 3.20327 1.81709 -0.54645 0.1 -0.1 0.1
H -5.03293 -0.23249 -2.26686 0.1 0.0 -0.1
H -6.60217 -0.75032 -2.89742 -0.1 0.0 -0.1
H -5.81480 -1.67519 -1.60931 0.0 -0.1 0.0
H -7.64790 -0.25769 -0.66547 0.1 0.1 0.0
H -6.86048 1.19427 -1.35804 -0.1 -0.2 0.1
H -3.69309 2.03580 1.77711 -0.1 -0.1 0.0
H -4.80145 0.74529 2.36621 0.0 0.0 0.0
H -2.84996 -1.98632 1.81892 0.1 -0.1 0.0
H -3.40253 -1.73944 0.17511 -0.1 0.0 0.1
H -4.53768 -1.50036 1.52081 0.0 0.0 0.1
H 0.03227 0.13339 1.18465 -0.2 -0.1 -0.2
H 0.93974 -2.31602 0.48165 0.0 0.0 -0.1
H 0.81646 -2.17459 -1.28865 -0.1 0.1 0.2
H 1.38281 0.26040 -0.86118 0.0 0.0 0.0
H 2.99340 -2.78030 0.22486 -0.1 -0.1 0.0
H 5.40507 -2.96376 0.54569 0.0 -0.1 0.0
H 6.84596 -0.96270 0.34182 0.1 0.0 0.0
H 2.43374 2.05119 0.18866 -0.1 0.0 0.0
H 2.74635 1.81925 -1.53780 -0.1 0.1 -0.1
H 3.95188 2.60252 -0.52221 -0.1 0.0 0.0